Record 1
The following is a DFT calculation (ωB97M-V with the def2-TZVPD basis set) of the ion C11H17N2O with charge +1.

Properties
* relative energy (zero: lowest compared OMol25 entry of this formula, charge and spin): 304.3 kJ/mol
* SMILES: CC/[NH+]=C(\N)Cc1ccccc1CO
* frontier orbital gap: 9.7 eV

```
! RIJCOSX wB97M-V def2-TZVPD def2/J DEFGRID3
* xyz 1 1
C -0.97574 1.24287 2.88562
C -1.65011 0.81920 1.57842
N -0.82266 0.04375 0.64586
C -1.24239 -0.78990 -0.36111
N -2.54934 -0.83350 -0.39309
C -0.24880 -1.72881 -0.94563
C 1.01577 -1.10965 -1.24052
C 2.23197 -1.69240 -0.81242
C 3.40793 -1.00705 -0.76107
C 3.39130 0.26946 -1.22040
C 2.25338 0.87680 -1.80058
C 1.06113 0.19415 -1.79333
C -0.20681 1.09934 -1.97655
O -0.60263 1.98795 -1.13164
H -0.62430 0.30066 3.47663
H -0.04424 1.87487 2.79774
H -1.83782 1.66349 3.41250
H -2.00410 1.62491 0.86005
H -2.52830 0.31107 1.83834
H 0.14819 0.27934 0.73309
H -3.28305 -0.32635 0.06731
H -3.05142 -1.59989 -0.96300
H -0.51443 -2.19625 -1.83031
H -0.13581 -2.55560 -0.23539
H 2.15165 -2.76540 -0.54515
H 4.29215 -1.60875 -0.50352
H 4.36328 0.84152 -1.31534
H 2.11574 1.70378 -2.47127
H -0.45753 1.43042 -3.07788
H -1.11227 0.26567 -2.04445
H 0.06279 2.70363 -1.36997
*
```

---

Record 2
The following is a DFT calculation (ωB97M-V with the def2-TZVPD basis set) of the molecule C11H17N3O2.

Properties
* relative energy (zero: lowest compared OMol25 entry of this formula, charge and spin): 444.1 kJ/mol
* SMILES: CC(C)(C)c1nnc(C(=O)[C@@H]2CCCN2)o1
* frontier orbital gap: 9.0 eV

```
! RIJCOSX wB97M-V def2-TZVPD def2/J DEFGRID3
* xyz 0 1
C 1.15270 1.65920 3.65662
C 1.72370 0.19787 3.43277
C 1.64875 -0.50240 4.84519
C 3.11967 0.31820 2.79782
C 0.87867 -0.46336 2.40033
N 0.62843 -1.69290 2.20502
N -0.06658 -1.91100 1.10394
C -0.31912 -0.69136 0.63461
C -1.15398 -0.38777 -0.61804
O -2.08687 -1.11512 -0.86977
C -0.82663 0.88525 -1.44612
C -1.75734 1.08718 -2.68481
C -0.85235 1.91194 -3.67078
C 0.39779 1.10478 -3.52392
N 0.43379 0.70815 -2.14368
O 0.30019 0.23541 1.40298
H 1.02619 1.93739 2.69908
H 1.95151 2.26371 4.12392
H 0.18248 1.57076 4.16791
H 2.44662 -1.20927 4.95436
H 1.88919 0.22561 5.67337
H 0.60557 -0.91273 4.85391
H 3.70057 1.21048 3.05600
H 3.69914 -0.64390 2.92200
H 3.08226 0.31401 1.69255
H -0.67910 1.83064 -0.78905
H -1.93557 0.13330 -3.16600
H -2.65870 1.67546 -2.46881
H -1.34638 1.87562 -4.70238
H -0.68687 3.02391 -3.46928
H 1.34252 1.56352 -3.90276
H 0.33301 0.22570 -4.09803
H 1.28957 1.03457 -1.60610
*
```

---

Record 3
The following is a DFT calculation (ωB97M-V with the def2-TZVPD basis set) of the molecule C11H17N5O4.

Properties
* relative energy (zero: lowest compared OMol25 entry of this formula, charge and spin): 641.8 kJ/mol
* SMILES: NC(=O)CC[C@H](N)C(=O)N[C@@H](Cc1c[nH]cn1)C(=O)O
* frontier orbital gap: 9.2 eV

```
! RIJCOSX wB97M-V def2-TZVPD def2/J DEFGRID3
* xyz 0 1
N 3.17659 1.43910 5.13571
C 3.69533 0.53747 4.28342
O 4.93335 0.45561 4.21305
C 2.93463 -0.23192 3.36993
C 1.81008 0.47346 2.57193
C 0.88168 -0.49956 1.93779
N 1.50280 -1.57196 1.10658
C -0.21659 0.04379 0.98174
O -0.75498 1.21082 1.16717
N -0.23208 -0.64774 -0.27965
C -1.23217 -0.17348 -1.27502
C -0.91788 -0.29250 -2.66350
C -1.79892 0.32412 -3.77848
C -2.10456 1.53429 -4.29813
N -2.84269 1.45105 -5.37112
C -3.27631 0.14831 -5.33208
N -2.62473 -0.65921 -4.48314
C -2.53309 -0.98088 -1.02081
O -3.63388 -0.70412 -1.42954
O -2.33646 -1.98452 -0.12354
H 2.31013 1.68650 4.86752
H 3.54732 2.30097 5.56082
H 3.56483 -0.81039 2.80565
H 2.52832 -1.10937 4.20239
H 1.25018 1.23751 3.41061
H 2.35862 1.33449 1.87845
H 0.61519 -1.11540 2.85821
H 2.07149 -2.43143 1.59640
H 2.28781 -1.13297 0.50953
H -0.11861 -1.63924 -0.34859
H -1.50524 0.85161 -0.91316
H 0.14838 0.22598 -2.87604
H -1.00964 -1.36003 -2.81669
H -1.76687 2.53429 -4.13016
H -3.22171 2.38895 -5.66669
H -4.24640 -0.46359 -5.76507
H -3.24394 -2.37001 0.11450
*
```

---

Record 4
The following is a DFT calculation (ωB97M-V with the def2-TZVPD basis set) of a structure of composition C11H17NO6Rb.

Properties
* ⟨S²⟩: 0.783
* frontier orbital gap (alpha / beta): 7.1 / 5.4 eV

```
! RIJCOSX wB97M-V def2-TZVPD def2/J DEFGRID3
* xyz 0 2
Rb -1.14481 -0.54630 0.64550
C -1.68137 2.86655 -3.10527
C -1.49596 1.69823 -2.40660
C -0.53657 0.68984 -3.05786
O -0.02418 -0.36142 -2.46688
C -0.03271 0.80280 -4.33636
C -0.36472 1.96345 -5.12364
C -1.18543 3.13752 -4.44977
O -1.25306 4.26241 -5.02532
O 0.11387 2.16575 -6.27655
O -2.07594 1.53578 -1.28092
H -2.44381 3.51896 -2.70597
H 0.62794 0.04167 -4.72445
C -4.25234 -2.38150 -0.04372
O -2.92206 -2.76650 0.22425
H -4.36951 -1.54661 -0.73461
H -4.82287 -3.21159 -0.46028
H -4.76470 -2.04218 0.85653
H -2.92345 -3.43456 0.91367
C 2.42732 -0.96289 4.64833
C 1.54405 -0.57661 3.46099
C 2.34743 0.16229 2.36125
O 1.49465 0.49645 1.28973
C 2.19317 0.90254 0.12998
N 1.06516 -1.88211 2.92103
H 3.32073 -1.47200 4.28675
H 1.80843 -1.59835 5.28179
H 2.81146 -0.10926 5.20677
H 0.70549 0.01956 3.82090
H 3.08847 -0.52325 1.95017
H 2.90655 0.96970 2.83410
H 2.83040 0.07826 -0.19035
H 2.75592 1.83061 0.23034
H 1.47594 1.10750 -0.66480
H 1.82053 -2.24538 2.35753
H 0.95598 -2.58938 3.63372
*
```

---

Record 5
The following is a DFT calculation (ωB97M-V with the def2-TZVPD basis set) of a structure of composition C11H18AlBF6N2O6PS.

Properties
* ⟨S²⟩: 0.752
* relative energy (zero: lowest compared OMol25 entry of this formula, charge and spin): 146.0 kJ/mol
* frontier orbital gap (alpha / beta): 10.2 / 6.9 eV

```
! RIJCOSX wB97M-V def2-TZVPD def2/J DEFGRID3
* xyz 0 2
Al -0.06088 0.17952 0.19104
O 0.19025 -3.21989 0.72255
S 0.86363 -1.97739 0.62555
O 2.27390 -1.95770 0.81219
O 0.55270 -1.29270 -0.73296
O 0.20384 -0.86989 1.53751
F -0.76642 1.52449 1.06262
P -1.51260 3.07728 0.50734
F -2.23326 2.15344 -0.59816
F -0.62400 3.75479 1.63681
F -0.26205 3.19143 -0.50585
F -2.14184 4.42404 -0.00500
F -2.67689 2.76502 1.52991
N 4.47246 3.34139 -2.41046
C 3.49292 2.66955 -1.77990
C 3.39480 2.63136 -0.37734
C 2.38841 1.91196 0.21777
N 1.48162 1.22595 -0.48624
C 1.55055 1.25755 -1.82421
C 2.51864 1.95171 -2.49929
H 5.12618 3.90218 -1.89342
H 4.46682 3.40689 -3.41360
H 4.10593 3.17523 0.22360
H 2.27007 1.87937 1.29320
H 0.77268 0.69913 -2.33515
H 2.53092 1.95633 -3.57788
C -3.31316 -0.81231 -3.92211
C -2.28955 -1.58381 -3.08765
C -1.37705 -2.40587 -3.99520
O -1.45992 -0.58759 -2.44027
B -1.60257 -0.71487 -1.10990
O -2.46533 -1.64915 -0.71293
C -2.90159 -2.39987 -1.87645
C -2.33823 -3.80944 -1.70768
C -4.42698 -2.45586 -1.86394
H -2.77508 -0.21665 -4.65486
H -3.88254 -0.13083 -3.29653
H -3.98614 -1.48533 -4.44491
H -1.01810 -1.77126 -4.80090
H -1.91561 -3.24669 -4.42116
H -0.51899 -2.76088 -3.43323
H -1.26486 -3.77793 -1.54754
H -2.58720 -4.43674 -2.55901
H -2.77138 -4.24454 -0.81121
H -4.85148 -1.46130 -1.78785
H -4.75514 -3.03072 -1.00174
H -4.78917 -2.94059 -2.76666
*
```

---

Record 6
The following is a DFT calculation (ωB97M-V with the def2-TZVPD basis set) of a structure of composition C11H18AsKN4S.

Properties
* relative energy (zero: lowest compared OMol25 entry of this formula, charge and spin): 7.7 kJ/mol
* frontier orbital gap: 7.0 eV

```
! RIJCOSX wB97M-V def2-TZVPD def2/J DEFGRID3
* xyz 0 1
K -2.01147 -1.68936 0.50372
C -0.90455 2.95312 -0.44456
C -1.16589 1.47528 -0.41412
N -1.50467 0.82640 0.64688
N -1.55628 1.56019 1.78828
C -1.99715 0.92459 2.87014
N -1.90055 1.69769 3.98866
S -2.66969 -0.64937 3.12899
C -0.98900 0.72623 -1.69876
C -0.59314 1.42007 -2.84827
C -0.40048 0.73574 -4.03451
C -0.60202 -0.63280 -4.06762
C -0.99280 -1.24738 -2.89039
N -1.18167 -0.60329 -1.74357
H -1.08464 3.38076 0.53471
H -1.55109 3.44922 -1.17251
H 0.12864 3.16690 -0.73334
H -1.67993 2.67064 3.85787
H -2.39723 1.40023 4.80745
H -0.43377 2.48583 -2.81707
H -0.09338 1.27092 -4.92399
H -0.46302 -1.21303 -4.96882
H -1.15802 -2.32058 -2.87123
C 2.29909 -2.70566 2.39077
As 1.10276 -1.88815 1.08122
C 1.71565 -0.03985 1.27279
C 2.13055 -2.31348 -0.53882
H 3.33070 -2.40142 2.21390
H 2.22401 -3.79060 2.33020
H 1.99290 -2.39385 3.38848
H 2.80464 -0.00894 1.31432
H 1.28717 0.39141 2.17652
H 1.36007 0.53994 0.42221
H 3.17738 -2.03223 -0.41836
H 1.70804 -1.76437 -1.38072
H 2.06889 -3.38079 -0.75046
*
```

---

Record 7
The following is a DFT calculation (ωB97M-V with the def2-TZVPD basis set) of a cluster of 3 separate species, C11H18Br2N3O6S2 in total.

Properties
* frontier orbital gap: 7.6 eV

```
! RIJCOSX wB97M-V def2-TZVPD def2/J DEFGRID3
* xyz 1 1
O 5.68662 1.88862 -0.50273
N 5.80002 1.82391 -1.68075
O 5.07140 2.84044 -2.31590
N 3.75699 2.56163 -2.08856
C 3.22022 1.26179 -2.48170
C 1.76925 1.42094 -1.99175
Br 0.42825 -0.00562 -2.14043
N 1.58758 2.74231 -1.39853
Br -0.04177 3.27725 -0.67135
C 2.82409 3.47480 -1.46987
H 3.77009 0.41547 -2.99995
H 2.98129 4.53789 -1.10006
C -1.13459 3.65722 4.98507
C -1.08001 2.15953 5.29268
C -1.25309 1.41248 3.96868
S -0.62339 2.49955 2.69566
O -1.72216 2.89363 1.83874
O 0.60853 1.95272 2.16700
C -0.23145 3.86370 3.77624
H -0.80866 4.25812 5.83620
H -2.16150 3.94676 4.73965
H -0.10735 1.91284 5.73047
H -1.84677 1.86685 6.01300
H -0.69060 0.47829 3.95684
H -2.30520 1.21581 3.75478
H -0.40975 4.80858 3.26286
H 0.82189 3.77830 4.05273
C -1.77875 -4.93378 -3.94240
C -0.52782 -5.12560 -3.08253
C -0.51729 -4.01247 -2.03302
S -2.22975 -3.57140 -1.75450
O -2.43600 -2.21430 -2.21218
O -2.62550 -4.00860 -0.43597
C -2.91926 -4.68718 -2.96348
H -1.97349 -5.80263 -4.57411
H -1.64927 -4.06346 -4.59414
H -0.57348 -6.09988 -2.58554
H 0.38328 -5.10780 -3.68484
H -0.07324 -4.34768 -1.09501
H 0.00549 -3.12557 -2.39601
H -3.79519 -4.23603 -3.42901
H -3.19963 -5.60739 -2.44627
*
```

---

no.,M (g mol⁻¹),total energy (Ha)
1,193.27,-613.77211
2,223.28,-744.00662
3,283.29,-1003.95922
4,344.73,-959.52966
5,489.10,-2597.37113
6,352.38,-3882.88942
7,512.22,-6989.51118